# 1
67
Properties=species:S:1:pos:R:3:nbo_charge:R:1 method="wB97M-V/def2-TZVPD" homo_lumo_gap_ha=0.070 charge=+5 e_homo_ev=-19.27
In -4.81 27.89 -6.18 0.9679
In -2.53 26.40 -0.76 0.9710
O -5.23 26.54 -1.60 -0.8160
O -5.90 27.13 -3.67 -0.8486
O -7.24 25.87 -2.36 -0.7548
N -9.87 21.01 -3.45 -0.5075
N -8.19 29.13 2.36 -0.5065
N -5.72 24.18 -7.48 -0.4965
N -10.67 26.97 -5.57 -0.5058
N -2.88 22.87 0.68 -0.5079
N -5.16 31.52 -4.26 -0.5084
C -6.05 26.58 -2.55 0.9793
C -3.88 24.47 1.89 -0.3005
C -6.80 24.45 -5.57 -0.2532
C -10.02 25.83 -3.76 -0.2828
C -4.08 23.14 0.08 0.0428
C -8.63 21.52 -3.72 0.2002
C -2.76 23.63 1.79 0.0863
C -5.60 30.38 -3.67 0.0362
C -10.41 21.70 -2.44 0.2196
C -8.31 22.52 -2.77 -0.2885
C -10.58 25.72 -5.04 0.0998
C -5.83 23.69 -6.22 0.0244
C -6.04 31.88 -5.25 0.1086
C -7.09 30.95 -5.27 -0.3075
C -7.27 25.42 -6.46 -0.3467
C -8.51 29.85 1.29 0.2205
C -6.84 30.03 -4.25 -0.2374
C -8.67 28.94 0.17 -0.1772
C -8.48 27.65 0.65 -0.2800
C -6.59 25.21 -7.66 0.0246
C -9.89 27.19 -3.47 -0.2366
C -10.27 27.88 -4.64 0.0843
C -4.72 24.15 0.82 -0.2861
C -8.17 27.79 2.01 0.2116
C -9.44 22.66 -1.99 -0.2080
H -8.54 26.77 0.03 0.2679
H -2.22 22.17 0.39 0.4615
H -7.91 30.97 -5.97 0.2627
H -8.06 21.16 -4.56 0.2643
H -7.51 23.23 -2.77 0.2606
H -10.34 20.27 -3.97 0.4835
H -5.22 22.86 -5.91 0.2490
H -8.95 29.26 -0.81 0.2472
H -5.13 23.81 -8.21 0.4623
H -11.41 21.52 -2.07 0.2827
H -8.01 29.54 3.27 0.4824
H -4.42 32.11 -3.93 0.4621
H -7.17 24.26 -4.58 0.1964
H -10.95 27.20 -6.52 0.4654
H -5.92 32.84 -5.73 0.2735
H -10.34 28.94 -4.81 0.2546
H -9.60 23.32 -1.15 0.2623
H -9.53 27.62 -2.56 0.2265
H -8.65 30.92 1.33 0.2773
H -7.96 27.05 2.76 0.2652
H -5.70 24.53 0.59 0.2470
H -1.97 23.48 2.52 0.2738
H -4.42 22.48 -0.70 0.2403
H -7.46 29.20 -3.95 0.2318
H -6.64 25.76 -8.59 0.2590
H -10.91 24.85 -5.58 0.2586
H -5.10 29.98 -2.80 0.2422
H -8.08 26.08 -6.23 0.2333
H -4.07 25.10 2.74 0.2648
H -9.66 25.04 -3.12 0.2344
H -7.59 25.86 -3.26 0.4868

---

# 2
66
Properties=species:S:1:pos:R:3:nbo_charge:R:1 method="wB97M-V/def2-TZVPD" spin_multiplicity=5 s_squared=6.07 homo_lumo_gap_ha="0.293 / 0.327" charge=+2 e_above_lowest_kcal_mol=0.0 e_homo_ev="-15.14 / -15.23"
Mn -0.03 -0.81 -0.20 1.5205
S 1.50 -1.65 -2.91 1.5540
O 0.42 -1.52 -3.87 -0.8640
O -0.09 -2.59 1.11 -0.7195
N -1.76 -1.73 -1.00 -0.5430
N -0.59 1.07 -1.24 -0.5599
N 1.24 -1.39 -1.47 -1.1489
N -1.09 0.22 1.30 -0.4540
N 1.51 -0.17 1.08 -0.5430
N -0.09 -4.58 2.18 -0.5953
C 1.34 -4.03 4.07 -0.4235
C -3.84 -2.88 -2.42 -0.0976
C -4.07 -1.80 -1.58 -0.2249
C -3.29 -0.15 0.12 -0.4586
C 1.11 0.09 2.34 0.2231
C -3.01 -1.25 -0.87 0.2509
C 2.71 -4.21 1.84 -0.3937
C 3.76 0.22 1.72 -0.2296
C -2.57 -3.41 -2.51 -0.2183
C 0.41 -3.72 1.26 0.7735
C -0.98 2.52 -3.10 -0.2274
C -1.56 -2.81 -1.78 0.0759
C -1.03 1.69 1.04 -0.2708
C -1.42 3.52 -2.24 -0.1000
C -1.04 2.03 -0.42 0.2135
C -2.49 -0.26 1.41 -0.2172
C -0.11 -4.08 3.56 -0.2111
C -1.46 3.27 -0.88 -0.2348
C 2.81 -0.11 0.78 0.0860
C 1.71 -4.12 0.64 -0.5276
C 2.00 0.43 3.33 -0.2313
C 3.35 0.50 3.02 -0.0964
C -0.58 1.31 -2.56 0.0735
C -0.37 -0.04 2.57 -0.2585
C 2.35 -3.39 3.10 -0.4103
H -0.72 0.63 3.35 0.2315
H 3.07 -0.35 -0.25 0.2389
H -0.26 0.50 -3.20 0.2347
H -1.82 4.01 -0.18 0.2446
H -0.60 -1.07 2.87 0.2532
H 2.82 -5.26 2.14 0.2187
H -0.73 -4.73 4.17 0.2343
H -0.95 2.67 -4.17 0.2550
H -1.74 4.48 -2.63 0.2503
H 1.67 -5.04 4.30 0.2170
H 3.28 -3.25 3.66 0.2410
H -2.34 -4.26 -3.12 0.2526
H -4.66 -3.31 -2.99 0.2501
H -0.11 2.07 1.48 0.2441
H -1.86 2.18 1.56 0.2352
H -4.34 -0.21 0.39 0.2599
H 4.80 0.27 1.44 0.2569
H -0.56 -3.20 -1.81 0.2084
H -3.17 0.83 -0.34 0.2428
H -5.06 -1.40 -1.45 0.2431
H -2.98 0.32 2.20 0.2209
H 4.08 0.76 3.78 0.2524
H 0.36 -5.48 2.13 0.3906
H 1.35 -3.49 5.02 0.2318
H 2.02 -3.37 -0.08 0.2345
H -0.57 -3.09 3.56 0.1912
H 1.63 -5.09 0.14 0.2522
H 1.65 0.65 4.33 0.2494
H 2.03 -2.38 2.82 0.1814
H -2.45 -1.30 1.73 0.2362
H 3.69 -3.90 1.48 0.2354

---

# 3
60
Properties=species:S:1:pos:R:3:nbo_charge:R:1 method="wB97M-V/def2-TZVPD" homo_lumo_gap_ha=0.175 charge=+1 e_above_lowest_kcal_mol=51.2 e_homo_ev=-9.69
O -3.13 4.93 -0.92 -0.4679
O 5.71 -0.55 -2.52 -0.5209
N 2.91 -0.25 -2.39 -0.4740
N -0.57 -0.54 3.78 -0.2679
C 4.87 -1.61 -2.98 -0.0746
C -1.97 -4.36 3.05 -0.1864
C -0.84 -0.21 -2.75 -0.6393
C 1.59 0.12 -2.52 0.0043
C -1.78 -2.02 2.54 0.0064
C 3.78 0.82 -1.89 -0.2373
C -1.71 3.05 -0.24 -0.3401
C -1.91 -0.69 1.95 -0.1936
C -0.57 -2.95 4.48 -0.2100
C -1.96 5.76 -1.08 -0.2630
C -0.92 -1.89 3.65 0.1052
C -1.15 0.18 2.78 0.1638
C 0.51 -0.71 -2.36 -0.0508
C -2.66 -0.40 0.81 0.0938
C 3.49 -1.14 -3.40 -0.2342
C 0.70 -2.12 -1.91 -0.6452
C -2.96 3.63 -0.54 0.3782
C -2.31 -3.26 2.24 -0.1968
C -4.13 2.84 -0.43 -0.2435
C -1.65 1.75 0.20 -0.0807
C -2.80 0.94 0.31 -0.1942
C -1.12 -4.21 4.16 -0.1841
C -4.05 1.53 -0.04 -0.1346
C 0.27 -0.01 4.84 -0.4176
C 5.13 0.25 -1.49 -0.0717
H 5.85 1.06 -1.35 0.2002
H -2.38 -5.35 2.82 0.2374
H -1.12 0.68 -2.17 0.2084
H -0.87 -5.07 4.77 0.2381
H -1.03 1.25 2.69 0.2442
H 3.60 -0.62 -4.38 0.1771
H 3.95 1.59 -2.66 0.1752
H 5.00 -0.33 -0.56 0.1620
H 1.16 0.48 4.44 0.2338
H 2.84 -2.01 -3.53 0.2084
H -4.96 0.93 0.03 0.2309
H 0.56 -0.86 5.46 0.2323
H -1.61 -0.97 -2.59 0.2054
H -1.41 5.88 -0.13 0.1870
H -0.28 -2.60 -1.79 0.2051
H 3.31 1.27 -1.01 0.1996
H 5.41 -2.00 -3.86 0.2036
H 4.76 -2.40 -2.21 0.1633
H -2.99 -3.33 1.39 0.2229
H -0.27 0.72 5.46 0.2360
H -3.28 -1.20 0.39 0.2310
H -1.28 5.37 -1.86 0.1917
H -0.79 3.64 -0.31 0.2378
H -0.86 0.09 -3.81 0.2302
H 0.10 -2.79 5.32 0.2273
H 1.43 1.20 -2.70 0.1653
H 1.27 -2.73 -2.63 0.2184
H -0.68 1.33 0.46 0.2120
H -2.37 6.72 -1.40 0.2219
H -5.08 3.33 -0.66 0.2480
H 1.22 -2.19 -0.94 0.2222

---

Largest force on an atom values, unit eV Å⁻¹, following the record order: 1.4 0.1 2.4.